Density functional theory data (the ωB97M-V functional and the def2-TZVPD basis) for one molecule with the formula C7H12.

Summary:
structure (SMILES) = C=C=CCCCC
charge = 0
energy relative to the best compared isomer or geometry (same formula, charge and spin) = 34.3 kcal per mole

Structure (XYZ):
```
19
C7H12 the ωB97M-V functional and the def2-TZVPD basis
C -2.5693 -3.1930 0.3891
C -2.0973 -1.9815 0.3664
C -1.7393 -0.7356 0.4807
C -0.8110 0.0010 -0.4736
C 0.4373 0.5402 0.2286
C 1.3755 1.3181 -0.6945
C 2.5923 1.8733 0.0419
H -2.0096 -4.0040 0.8414
H -3.5181 -3.3971 -0.0922
H -2.1789 -0.3345 1.4029
H -1.3303 0.8342 -0.9695
H -0.4970 -0.6725 -1.2877
H 0.1158 1.1891 1.0533
H 0.9816 -0.2977 0.6859
H 0.8237 2.1445 -1.1635
H 1.7089 0.6671 -1.5146
H 2.2869 2.5519 0.8472
H 3.1810 1.0663 0.4940
H 3.2479 2.4303 -0.6356
```

Density functional theory data (the ωB97M-V functional and the def2-TZVPD basis) for one molecule with the formula C7H12.

Summary:
structure (SMILES) = C1=CCCCCC1
charge = 0
energy relative to the best compared isomer or geometry (same formula, charge and spin) = 102.3 kcal per mole

Structure (XYZ):
```
19
C7H12 the ωB97M-V functional and the def2-TZVPD basis
C 0.6468 1.4015 -0.0578
C -0.6884 1.3894 -0.0030
C -1.8181 0.3205 0.0236
C -1.4520 -1.2247 -0.0007
C 0.0099 -1.0222 -0.0034
C 1.5020 -1.2144 -0.0046
C 1.8157 0.3652 0.0044
H 1.1199 2.3952 -0.0261
H -1.1734 2.3660 0.1135
H -2.4701 0.6584 0.8310
H -2.5321 0.5684 -0.8140
H -1.8915 -1.7551 0.8526
H -1.9309 -1.6449 -0.8930
H -0.0046 -0.3024 0.7962
H 0.0325 -0.3108 -0.8844
H 1.9551 -1.6699 0.9083
H 1.8647 -1.7594 -0.8634
H 2.5887 0.7169 -0.7027
H 2.3466 0.6453 0.9310
```

Density functional theory data (the ωB97M-V functional and the def2-TZVPD basis) for one molecule with the formula C7H12.

Summary:
structure (SMILES) = CC[C@H]1C[C@H]2C[C@@H]12
charge = 0
energy relative to the best compared isomer or geometry (same formula, charge and spin) = 56.9 kcal per mole

Structure (XYZ):
```
19
C7H12 the ωB97M-V functional and the def2-TZVPD basis
C -1.7192 1.6953 -0.3713
C -0.9148 0.4588 -0.7350
C -0.4640 -0.3594 0.4977
C 0.1737 -1.7988 0.3777
C 1.5939 -1.2121 0.6134
C 1.7206 -0.1189 -0.4230
C 0.9308 0.1105 0.8454
H -1.7938 2.3306 -1.2602
H -1.1676 2.2693 0.3871
H -2.7231 1.4824 0.0056
H -1.3991 -0.1715 -1.4921
H -0.0113 0.8967 -1.2081
H -1.2125 -0.3238 1.3015
H -0.0179 -2.3802 -0.5338
H -0.1362 -2.4043 1.2382
H 2.3667 -1.7200 1.1855
H 2.3590 0.7383 -0.6431
H 1.1728 -0.3800 -1.3236
H 1.2419 0.8870 1.5378
```